# C21H50N2O7S6

A cluster of 9 separate species, C21H50N2O7S6 in total at a distorted geometry (ωB97M-V/def2-TZVPD, OMol25).

LUMO ... 0.18 eV
Total charge ... 0
Orbital gap ... 0.2751 Ha
E_HOMO ... -7.31 eV

Each line ends with the Mulliken charge.
Cartesian coordinates (Å):
1 C -3.60184 -0.99981 1.09011  -0.616
2 O -2.52009 -1.10749 2.01295  -0.257
3 H -4.27636 -0.18672 1.38296  0.391
4 H -3.23010 -0.70748 0.11320  0.025
5 H -4.21127 -1.90637 1.11098  0.343
6 H -2.85882 -1.44034 2.84713  0.191
7 N 2.92110 -2.76150 -3.06995  0.269
8 C 4.07718 -3.30657 -3.57360  -0.703
9 C 5.06795 -2.96978 -2.68822  -0.480
10 C 4.49412 -2.24240 -1.61298  -0.781
11 C 3.14885 -2.10131 -1.90910  -0.543
12 H 1.99941 -2.72712 -3.48263  0.238
13 H 4.00188 -3.84098 -4.50307  0.465
14 H 6.10564 -3.23760 -2.82533  0.396
15 H 4.98480 -1.87329 -0.72834  0.456
16 H 2.37839 -1.53293 -1.41914  0.619
17 N -0.44113 -6.96085 1.92178  0.028
18 C 0.48347 -6.07546 1.45356  -0.915
19 C -0.11700 -5.20352 0.58597  0.041
20 C -1.51053 -5.55235 0.59393  -0.328
21 C -1.67461 -6.62921 1.40596  -0.715
22 H -0.31020 -7.64065 2.64518  0.197
23 H 1.50332 -6.18747 1.79154  0.402
24 H 0.32464 -4.43567 -0.01993  0.596
25 H -2.25417 -5.07266 -0.02199  0.332
26 H -2.52220 -7.22825 1.69763  0.391
27 C 0.67292 0.44196 2.31803  -0.839
28 S 0.51527 -0.09497 0.58936  1.291
29 O 1.70037 0.36096 -0.21489  -0.720
30 C 0.55280 -1.90862 0.72967  -1.122
31 H 1.68948 0.71614 2.59546  0.438
32 H 0.33546 -0.42995 2.87868  0.420
33 H 0.00422 1.28073 2.47337  -0.153
34 H -0.37789 -2.28136 1.15559  0.589
35 H 1.30996 -2.25839 1.43924  0.543
36 H 0.78052 -2.25608 -0.27327  -0.374
37 C -2.48342 -2.46048 -2.06133  -1.162
38 S -1.03049 -1.50511 -2.51790  1.127
39 O 0.02382 -2.58196 -2.50882  -0.775
40 C -1.56800 -1.08629 -4.15915  -1.202
41 H -2.51296 -3.40401 -2.59906  0.499
42 H -3.36626 -1.83386 -2.21914  0.512
43 H -2.45177 -2.63049 -0.98531  -0.063
44 H -2.36492 -0.35697 -3.99482  0.388
45 H -1.99958 -1.97015 -4.63790  0.391
46 H -0.79213 -0.72164 -4.82855  0.252
47 C -1.49045 2.74026 7.07127  -0.952
48 S -2.49008 2.91646 5.56367  0.474
49 O -2.11485 4.24593 4.97310  -0.593
50 C -1.57118 1.61911 4.63764  -0.495
51 H -1.77632 3.58653 7.69320  0.336
52 H -0.41662 2.75748 6.90026  0.302
53 H -1.77960 1.78917 7.52063  0.347
54 H -1.72305 0.63606 5.08160  0.440
55 H -0.52570 1.91748 4.63433  0.349
56 H -1.95250 1.57390 3.61671  -0.184
57 C 1.79941 6.40903 1.92840  -1.131
58 S 0.88880 4.99555 1.26448  0.749
59 O -0.08876 5.50855 0.25777  -0.628
60 C 2.16746 4.18077 0.30569  -0.738
61 H 1.16922 6.97494 2.60534  0.348
62 H 2.11100 7.02993 1.08425  0.336
63 H 2.71410 6.06933 2.41573  0.351
64 H 2.45202 4.79362 -0.55358  0.361
65 H 1.79746 3.20043 0.01856  -0.011
66 H 3.10765 4.09401 0.85837  0.391
67 C -2.53538 3.75848 1.49001  -1.014
68 S -2.82597 2.15240 0.72862  0.804
69 O -4.16513 2.28673 0.07763  -0.723
70 C -1.55255 2.34118 -0.53147  -0.306
71 H -1.61645 3.71710 2.07607  0.073
72 H -3.35396 4.13021 2.09766  0.410
73 H -2.39835 4.41469 0.63243  0.404
74 H -1.62362 1.58769 -1.31304  -0.010
75 H -0.56984 2.48324 -0.08849  -0.332
76 H -1.74211 3.27785 -1.07283  0.568
77 C 2.57717 1.39292 -6.25947  -1.029
78 S 2.40844 0.33476 -4.77700  0.556
79 O 1.51798 -0.77926 -5.21835  -0.628
80 C 1.40051 1.36726 -3.68325  -0.593
81 H 1.54154 1.63248 -6.50306  0.276
82 H 3.08581 0.79947 -7.01087  0.345
83 H 3.12422 2.31415 -6.06372  0.360
84 H 2.03609 2.21794 -3.42472  0.527
85 H 1.30456 0.69843 -2.82934  -0.244
86 H 0.50923 1.74207 -4.18209  0.428